105
Properties=species:S:1:pos:R:3:forces:R:3 method="wB97M-V/def2-TZVPD" e_homo_ev=-10.80 homo_lumo_gap_ev=5.9 total_charge=+1 spin_multiplicity=1 e_above_lowest_kj_mol=16.45 fmax_ha_per_bohr=0.015 energy_ha=-6506.029151
W -0.743606 -0.480399 -0.005282 -0.616 0.295 0.310
O -2.659179 -3.083115 1.609327 -0.114 -0.082 0.023
C -2.614374 -2.744008 0.466187 0.221 -0.072 -0.043
O -1.440161 -2.271916 -0.068825 0.272 0.324 -0.174
C -3.713365 -2.837815 -0.523141 -0.106 -0.006 0.135
C -4.571143 -3.927192 -0.409360 -0.017 -0.045 -0.004
C -5.576765 -4.117340 -1.340989 -0.006 0.000 0.004
C -5.737538 -3.210398 -2.379810 0.025 0.024 -0.003
C -4.901698 -2.108903 -2.476447 -0.004 0.003 0.016
C -3.886633 -1.902780 -1.543409 -0.061 -0.028 -0.124
P -2.908205 -0.378395 -1.674798 0.169 0.129 0.090
C -2.482217 -0.320847 -3.433619 -0.029 0.007 0.005
C -2.914983 0.680466 -4.298435 -0.014 0.011 0.022
C -2.546831 0.647629 -5.637248 0.001 0.002 -0.011
C -1.757923 -0.384091 -6.118308 -0.006 0.017 -0.018
C -1.339745 -1.396331 -5.263267 0.009 -0.032 -0.011
C -1.697226 -1.365208 -3.928937 0.019 -0.032 0.017
C -4.063498 0.975259 -1.345940 -0.033 -0.026 -0.015
C -3.649582 2.287145 -1.587455 0.033 -0.026 -0.021
C -4.501002 3.349424 -1.336190 0.012 0.023 -0.007
C -5.777223 3.112148 -0.842906 0.001 0.040 0.002
C -6.196311 1.813287 -0.599906 -0.012 -0.014 0.004
C -5.343163 0.747081 -0.843212 0.034 -0.031 0.001
H -4.424792 -4.628952 0.401117 0.011 0.019 -0.002
H -6.230193 -4.975687 -1.262118 0.001 0.007 0.004
H -6.518969 -3.355454 -3.113787 0.007 -0.006 0.001
H -5.042489 -1.396882 -3.280786 -0.001 0.004 0.008
H -3.551704 1.480401 -3.948746 0.008 0.011 0.029
H -2.884070 1.432023 -6.301750 0.000 -0.010 0.003
H -1.469498 -0.404866 -7.161009 -0.005 0.004 0.008
H -0.727557 -2.206557 -5.636422 -0.004 0.009 0.004
H -1.356611 -2.153129 -3.267517 -0.007 -0.004 0.006
H -2.666149 2.488347 -1.994719 0.023 -0.005 0.013
H -4.163627 4.359047 -1.532733 -0.006 -0.005 0.002
H -6.445223 3.941963 -0.651605 0.002 -0.008 -0.008
H -7.191060 1.625139 -0.217458 0.006 -0.002 0.001
H -5.681610 -0.259484 -0.638721 -0.006 -0.020 0.000
C 7.499115 -0.798913 0.973501 0.012 0.027 0.006
C 6.595061 -1.768269 0.213078 0.019 0.003 -0.005
C 7.010474 -1.766139 -1.265376 0.013 -0.013 -0.004
C 6.789490 -3.174269 0.798181 -0.002 -0.010 -0.006
C 5.124035 -1.374682 0.307921 -0.002 0.017 0.029
C 4.158148 -2.178502 -0.291403 -0.062 -0.061 -0.073
C 2.829702 -1.821098 -0.247664 0.158 0.006 0.012
Br 1.556951 -3.012974 -0.975327 0.035 -0.003 -0.006
C 2.416191 -0.643988 0.388142 -0.115 0.194 -0.044
O 1.084002 -0.324355 0.365690 -0.108 -0.419 0.078
C 3.344423 0.155881 1.059303 0.085 -0.108 0.017
C 4.683548 -0.247023 0.978564 -0.057 0.013 -0.003
C 3.057519 1.388014 1.932197 -0.045 0.048 -0.027
C 1.592543 1.819938 1.989943 0.005 0.010 0.062
C 3.851416 2.591677 1.397041 -0.017 0.004 0.001
C 3.501441 1.064836 3.368708 0.001 0.052 -0.011
H 8.535573 -1.124026 0.878466 -0.002 -0.002 0.000
H 7.259852 -0.768698 2.038804 0.002 -0.009 -0.005
H 7.436049 0.215238 0.573392 -0.004 -0.011 0.000
H 8.060806 -2.048499 -1.357701 -0.007 0.004 0.003
H 6.882620 -0.775920 -1.706101 -0.003 -0.002 0.009
H 6.422533 -2.474483 -1.850720 -0.003 0.000 0.002
H 7.842202 -3.456645 0.743343 -0.006 0.006 -0.001
H 6.219243 -3.926103 0.251046 -0.002 0.004 0.005
H 6.482166 -3.209637 1.845238 0.002 0.010 -0.004
H 4.433745 -3.094110 -0.796586 -0.010 0.009 -0.003
H 5.413166 0.363638 1.487839 -0.002 0.024 -0.018
H 1.211541 2.067414 1.003657 0.013 0.029 -0.013
H 1.520674 2.719827 2.602894 0.011 0.002 0.021
H 0.950825 1.061132 2.444587 0.037 0.022 -0.014
H 3.566282 2.816240 0.367158 -0.002 -0.005 0.004
H 4.928729 2.434562 1.422322 0.007 -0.047 -0.008
H 3.634454 3.470176 2.007266 0.006 0.000 -0.003
H 2.933764 0.221082 3.768471 -0.006 -0.018 -0.003
H 3.322979 1.928532 4.012636 0.006 -0.004 -0.011
H 4.560695 0.815911 3.425896 -0.008 0.007 0.012
Cl -4.533972 1.644812 2.433790 -0.007 0.016 -0.024
C -3.321652 0.681426 3.166727 0.119 -0.082 0.011
C -3.312104 0.499050 4.572227 0.005 -0.007 0.003
C -2.358074 -0.263553 5.182049 -0.008 0.005 0.007
Cl -2.387628 -0.472560 6.890919 -0.009 0.005 0.033
C -1.327111 -0.891833 4.427437 -0.044 0.037 -0.153
C -0.288258 -1.707692 4.908166 0.008 -0.014 0.033
C 0.612672 -2.239190 4.018821 0.027 -0.021 0.004
C 0.509939 -1.947172 2.652875 -0.047 0.023 0.017
N -0.446084 -1.168356 2.181549 0.058 -0.107 -0.027
C -1.357867 -0.675613 3.045783 -0.082 0.068 -0.020
C -2.352285 0.081471 2.412541 -0.030 -0.104 0.119
O -2.250895 0.131530 1.069176 0.051 0.147 -0.143
H -4.083839 0.975169 5.160278 0.001 -0.005 0.008
H -0.210868 -1.913234 5.967269 0.000 -0.006 -0.001
H 1.412601 -2.882271 4.355808 -0.002 0.000 -0.003
H 1.213185 -2.357629 1.941353 0.022 0.003 -0.018
O 0.803370 6.625516 -1.165690 -0.029 -0.147 0.034
C 0.126435 5.664411 -1.335066 -0.024 0.161 -0.063
O -0.926965 5.325747 -2.041665 -0.050 0.014 -0.038
C -0.181866 4.271487 -1.028943 0.085 -0.006 0.102
C -1.006196 3.876469 0.101085 -0.024 -0.039 -0.003
C -1.268649 2.584912 0.350454 0.029 -0.009 -0.044
N -0.714396 1.538536 -0.372784 -0.082 0.138 0.016
C 0.117991 1.906146 -1.420701 0.077 0.071 -0.114
C 0.425704 3.167114 -1.754754 0.007 -0.076 0.023
C 0.631608 0.729655 -2.181064 -0.064 -0.141 -0.069
O 1.500067 0.710664 -2.990843 -0.010 0.062 -0.099
O -0.094958 -0.365602 -1.825542 0.266 -0.192 0.117
H -1.441663 4.636176 0.734735 0.014 0.001 -0.003
H -1.917215 2.310601 1.164591 -0.016 -0.026 0.028
H 1.092935 3.348437 -2.586767 -0.002 -0.019 0.004